81
Properties=species:S:1:pos:R:3:lowdin_charge:R:1 method="wB97M-V/def2-TZVPD" relative_energy_ev=0.500 charge=-1
Ti 0.09543 -0.60783 -0.10024 1.168
Br 3.55457 -6.93864 1.15286 0.698
C 2.65882 -5.41932 0.44863 -0.691
C 1.61571 -5.59937 -0.46384 -0.112
C 0.96159 -4.51191 -0.98830 0.011
C 1.30580 -3.20436 -0.59531 -0.326
O 0.67733 -2.17676 -1.09616 -0.152
C 2.36450 -3.04329 0.31727 -0.129
C 2.85809 -1.72888 0.62024 -0.032
N 2.25750 -0.62089 0.37380 0.049
C 3.02928 0.54757 0.62479 -0.203
C 3.59203 0.78670 1.84901 -0.025
C 4.47416 1.87523 2.02852 -0.087
C 4.73958 2.72829 0.99534 -0.051
C 4.12725 2.53126 -0.26570 -0.166
C 4.30065 3.40996 -1.36240 -0.021
C 3.66298 3.14375 -2.53471 -0.034
C 2.88483 1.96442 -2.64255 -0.114
N 2.72270 1.11827 -1.66489 0.152
C 3.28674 1.41751 -0.46943 -0.164
C 3.04454 -4.16021 0.82328 -0.077
H 1.32323 -6.60076 -0.75020 0.100
H 0.14111 -4.63517 -1.68213 0.122
H 3.86387 -1.68182 1.04209 0.145
H 3.36588 0.12269 2.67478 0.124
H 4.92686 2.03347 2.99905 0.103
H 5.39824 3.57797 1.13295 0.110
H 4.92278 4.28994 -1.24453 0.112
H 3.74185 3.80818 -3.38433 0.104
H 2.37044 1.73665 -3.56871 0.108
H 3.86543 -4.01868 1.51519 0.111
C -1.96028 -1.32991 -4.71903 -0.042
C -1.24810 -1.68231 -3.56355 -0.113
N -1.66039 -1.39304 -2.35298 0.101
C -2.79908 -0.70432 -2.21214 -0.173
C -3.61393 -0.34206 -3.29391 -0.146
C -3.15386 -0.66988 -4.57802 -0.012
C -4.86898 0.30836 -3.05119 -0.022
C -5.27922 0.54582 -1.79072 -0.023
C -4.44994 0.22076 -0.66379 -0.145
C -4.84831 0.47288 0.65706 0.002
C -3.99349 0.18518 1.68661 -0.067
C -2.71389 -0.29156 1.37506 -0.122
N -2.30357 -0.53553 0.13950 0.087
C -3.18346 -0.33677 -0.87018 -0.149
H -1.56666 -1.57911 -5.69522 0.100
H -0.30302 -2.21170 -3.63146 0.112
H -3.74235 -0.38761 -5.44325 0.113
H -5.48097 0.59128 -3.89926 0.111
H -6.23492 1.01829 -1.59794 0.111
H -5.82495 0.90371 0.84701 0.119
H -4.23608 0.36596 2.72726 -0.020
H -2.00967 -0.47335 2.17943 0.087
C -1.82403 3.27948 1.10571 -0.160
As -0.17988 2.49314 1.66981 1.094
C 1.24761 3.74148 1.43209 -0.174
C -0.26810 2.25193 3.56310 -0.197
O 0.07124 0.93550 1.07828 -0.521
H -2.03203 4.10333 1.78892 0.049
H -2.60946 2.53465 1.18745 0.033
H -1.73134 3.60407 0.07287 0.026
H 0.91315 4.67215 1.89467 0.050
H 1.44415 3.88163 0.37594 0.026
H 2.12027 3.37179 1.96118 0.025
H -0.35925 3.22277 4.05094 0.044
H 0.65258 1.76348 3.88301 0.042
H -1.12184 1.62883 3.84457 -0.047
O -0.15144 2.05047 -3.38492 -0.317
S -0.61271 1.96836 -2.01825 0.350
O -2.05283 2.05495 -1.84213 -0.302
O -0.22775 0.49850 -1.54692 -0.449
O 0.11283 2.85387 -1.10205 -0.394
N -1.45857 -3.54891 1.37260 0.133
C -0.61284 -2.69661 2.09965 -0.562
O -0.13924 -1.69470 1.35912 -0.243
C -0.26249 -2.86739 3.37759 0.043
I -3.23186 -0.03487 5.36061 -0.561
H -1.90145 -3.05976 0.60509 0.077
H -2.14226 -4.00824 1.95620 0.092
H 0.37756 -2.14491 3.85902 0.051
H -0.67859 -3.67406 3.96223 0.049


7
Properties=species:S:1:pos:R:3:lowdin_charge:R:1 method="wB97M-V/def2-TZVPD" relative_energy_ev=4.281
C -0.90165 0.25175 -0.32457 -1.122
O -1.64996 1.67335 0.68020 -0.171
O -1.62602 1.28061 -0.71608 -0.228
S -1.65426 -1.27386 -0.03698 0.878
S 0.83077 0.37935 -0.20814 0.839
H -0.55849 -1.87770 0.44384 -0.112
H 0.86642 1.69860 -0.40664 -0.084


34
Properties=species:S:1:pos:R:3:lowdin_charge:R:1 method="wB97M-V/def2-TZVPD" smiles=NB(O)[SiH2]F.c1ccccc1.c1ccccc1
N -2.26267 -5.69571 0.88890 0.099
B -2.82824 -4.36092 0.63489 -0.700
O -2.03934 -3.29332 0.45892 0.087
Si -4.83520 -4.19486 0.60888 0.615
F -5.41442 -4.91612 -0.69020 -0.238
H -2.23585 -6.26050 0.04311 0.074
H -2.92482 -6.16214 1.50360 0.045
H -1.10328 -3.54258 0.35480 0.122
H -5.32381 -2.80453 0.66956 -0.049
H -5.33226 -4.98739 1.75891 -0.047
C -0.17681 1.84006 0.96796 -0.107
C -0.83750 1.99448 -0.24242 -0.114
C -1.62729 0.96737 -0.73907 -0.088
C -1.76482 -0.21383 -0.02199 -0.091
C -1.10718 -0.36726 1.19101 -0.094
C -0.31064 0.65869 1.68315 -0.093
H 0.44228 2.63990 1.35371 0.104
H -0.73613 2.91715 -0.79977 0.099
H -2.13719 1.08682 -1.68655 0.101
H -2.38220 -1.01256 -0.40615 0.088
H -1.21513 -1.28535 1.75146 0.090
H 0.20599 0.53727 2.62685 0.100
C 3.12926 3.83280 -1.88888 -0.094
C 2.52879 2.70616 -1.34505 -0.097
C 3.22950 1.90815 -0.45175 -0.095
C 4.52827 2.24334 -0.09609 -0.097
C 5.12763 3.37216 -0.63709 -0.100
C 4.42976 4.16496 -1.53640 -0.100
H 2.58312 4.45315 -2.58803 0.100
H 1.51467 2.44870 -1.61763 0.083
H 2.76214 1.02605 -0.03249 0.099
H 5.07421 1.62373 0.60376 0.099
H 6.14020 3.63356 -0.35781 0.099
H 4.89897 5.04258 -1.96212 0.099


42
Properties=species:S:1:pos:R:3:lowdin_charge:R:1 method="wB97M-V/def2-TZVPD" relative_energy_ev=0.000 smiles="N[C@@H](Cc1ccccc1)C(=O)O.N[C@@H](CCC(=O)O)C(=O)O"
C -5.47122 1.31478 -0.40388 -0.295
C -5.57870 2.53574 0.53118 -0.501
C -5.92862 0.05068 0.32235 -0.144
C -6.04723 -1.15003 -0.61854 -0.099
C -6.45314 -2.41810 0.09126 -0.527
C 2.86713 -0.06779 0.33368 -0.313
C 1.48288 -0.12141 -0.27864 -0.498
C 3.88973 -0.06190 -0.83575 -0.101
C 5.31156 0.00483 -0.33718 -0.242
C 6.06602 -1.15714 -0.16269 -0.056
C 5.88500 1.23097 0.01011 -0.043
C 7.36195 -1.09782 0.34435 -0.084
C 7.17891 1.29507 0.51514 -0.083
C 7.92181 0.12914 0.68473 -0.093
H -4.11940 0.87012 -1.91007 0.091
H -3.50629 0.69761 -0.40048 0.100
H -6.16454 1.52537 -1.23012 0.164
H -5.22160 -0.17968 1.12948 0.130
H -6.88978 0.26331 0.80067 0.132
H -6.78857 -0.97025 -1.40311 0.131
H -5.08085 -1.34336 -1.10376 0.125
H -5.96571 -3.51913 1.52193 0.133
H -4.01929 3.05662 -0.33258 0.093
H 3.95484 -1.30114 1.53474 0.072
H 2.64654 -2.01782 0.83076 0.080
H 2.96670 0.87889 0.87487 0.150
H 3.67848 0.79415 -1.48790 0.124
H 3.73789 -0.97393 -1.42870 0.129
H 5.63725 -2.11823 -0.43779 0.113
H 5.31062 2.14578 -0.12336 0.116
H 7.93535 -2.01462 0.46850 0.104
H 7.61068 2.25833 0.77605 0.104
H 8.93386 0.17784 1.07686 0.102
H 0.19525 0.94210 -1.11001 0.127
N -4.12252 1.26487 -0.97585 0.043
N 2.98387 -1.16592 1.27048 0.071
O -6.46917 2.66742 1.33171 0.110
O -7.38343 -3.12654 -0.20407 0.107
O -5.62990 -2.69782 1.12448 0.101
O -4.61826 3.44261 0.34906 0.108
O 0.84637 -1.13243 -0.45386 0.108
O 1.05551 1.08883 -0.68407 0.113


75
Properties=species:S:1:pos:R:3:lowdin_charge:R:1 method="wB97M-V/def2-TZVPD" relative_energy_ev=0.882 charge=-1
Cs -0.27333 0.58461 0.61940 0.865
N -0.13200 -3.64797 4.57512 -0.015
C -0.19434 -2.29284 4.21790 -0.969
S -1.47752 -1.73546 3.24569 0.307
N 0.86318 -1.55547 4.69158 -0.105
N 0.73004 -0.25345 4.55762 -0.061
C 1.58641 0.53683 5.21453 -0.146
C 1.59767 1.94033 5.05938 -0.173
C 1.92269 2.68546 6.19832 -0.106
C 1.90059 4.05565 6.17903 -0.182
C 1.51496 4.74524 5.04357 -0.162
C 1.30901 4.07585 3.86682 -0.073
C 1.24600 2.64795 3.78279 -0.409
O 1.14815 2.04057 2.66728 -0.308
H -1.02520 -4.17449 4.54700 0.059
H 0.43332 -3.86783 5.39895 0.061
H 2.28966 -0.01563 5.88820 0.102
H 2.18223 2.16992 7.13081 0.100
H 2.24242 4.54814 7.08201 0.072
H 1.49064 5.82903 5.02418 0.080
H 1.23701 4.65818 2.96138 0.083
N -2.97540 -1.72133 -2.12129 0.135
C -2.17591 -2.82388 -2.11783 -0.446
N -2.47974 -3.82157 -2.94610 0.162
C -1.64298 -4.88069 -2.76832 -0.432
N -1.84573 -6.03984 -3.43827 0.143
N -0.64398 -4.96662 -1.87352 0.144
C -0.30564 -3.78811 -1.33485 -0.294
N -1.08152 -2.71170 -1.29501 0.186
C 1.00997 -3.75974 -0.67245 -0.193
C 1.63754 -5.03892 -0.49083 -0.009
C 2.92825 -5.11460 0.03322 -0.069
C 3.58392 -3.90829 0.31922 -0.045
C 2.84620 -2.69321 0.16025 -0.117
N 1.57814 -2.61322 -0.24921 0.117
H -3.90494 -1.91817 -2.50703 0.103
H -2.89961 -1.10658 -1.27381 0.112
H -2.55346 -6.07791 -4.14665 0.091
H -1.16117 -6.78136 -3.43476 0.102
H 1.08387 -5.93293 -0.74851 0.094
H 3.41869 -6.07449 0.28960 0.111
H 4.62461 -3.84206 0.58195 0.091
H 3.29328 -1.75140 0.40114 0.098
N -6.05373 4.41110 1.58864 0.101
C -5.10002 3.49435 1.18259 -0.304
C -4.22186 2.86401 2.08375 -0.012
C -3.34750 1.91195 1.63749 -0.156
N -3.22221 1.57162 0.32685 -0.031
C -4.15199 2.09534 -0.51484 -0.175
C -5.03378 3.09079 -0.17742 -0.031
H -5.91540 4.85017 2.49568 0.101
H -6.32044 5.09076 0.91590 0.078
H -4.27554 3.08898 3.15924 0.125
H -2.72924 1.42043 2.34389 0.079
H -4.11695 1.72727 -1.50131 0.081
H -5.71727 3.47011 -0.94716 0.109
O 5.04314 0.84310 -6.19274 -0.052
C 4.97778 0.51529 -4.86894 -0.271
N 3.58432 0.49311 -4.34832 0.111
C 2.53440 1.14420 -4.95171 -0.392
O 2.61190 1.66536 -6.06728 0.041
C 1.29767 1.32184 -4.18139 -0.121
C 0.22428 1.89589 -4.84983 0.007
C -0.89624 2.33204 -4.14515 -0.022
C -0.86099 2.21686 -2.74149 -0.126
N 0.15544 1.64795 -2.10256 -0.057
C 1.17327 1.14913 -2.80847 -0.076
H 4.19083 1.31011 -6.45703 0.075
H 5.54927 1.24015 -4.23989 0.125
H 5.44916 -0.48769 -4.64213 0.133
H 3.48720 0.08714 -3.44079 0.120
H 0.33230 1.95656 -5.93861 0.127
H -1.77638 2.74027 -4.59152 0.096
H -1.70521 2.58921 -2.14708 0.103
H 1.90780 0.64459 -2.19687 0.111


Calculated orbital gap in order - 5.93 8.85 9.60 9.43 3.67 eV
Calculated HOMO level in order - -4.3 -9.2 -9.2 -9.4 -2.2 eV